Entry from OMol25: C60H63GeN4O2SSc as an isolated structure (ωB97M-V/def2-TZVPD).

Computed properties:
Energy above the lowest of the compared OMol25 structures with the same formula, charge and spin: 108.4 kJ/mol
Gap between HOMO and LUMO (spin up / spin down): 5.3 / 5.8 eV
Multiplicity: 2
Charge: -1

Each line ends with the Löwdin charge.
Atoms and positions in Å:
Sc 0.42814 0.34456 0.58441  0.92
C -0.38061 -2.71539 6.30525  -0.09
C 0.30295 -3.24567 5.04390  -0.19
C 0.84913 -2.15665 4.17856  -0.13
C 2.13023 -1.71495 4.08332  -0.12
C 3.34046 -2.20258 4.81292  -0.19
C 3.69726 -1.33536 6.02009  -0.09
C 2.11990 -0.63527 3.11330  -0.24
C 3.25359 0.02982 2.67072  0.06
C 3.28967 1.05532 1.73209  -0.22
C 4.47795 1.75218 1.28934  -0.12
C 5.86835 1.46743 1.75632  -0.20
C 6.25680 2.27799 2.99277  -0.09
C 4.06251 2.69350 0.39647  -0.12
C 2.62659 2.55414 0.28854  -0.22
C 1.81248 3.31228 -0.54023  0.07
C 0.43446 3.22088 -0.68477  -0.21
N -0.36435 2.32784 -0.03512  0.06
C -1.62792 2.54184 -0.48788  -0.23
C -2.73556 1.77290 -0.15063  0.04
C -2.74024 0.65731 0.67104  -0.23
N -1.63849 0.15516 1.29951  0.04
C -2.07338 -0.86412 2.09098  -0.24
C -1.27609 -1.56866 2.98467  0.05
C 0.06831 -1.34974 3.25931  -0.26
N 0.85534 -0.42090 2.65568  0.02
C -3.49571 -1.06721 1.90419  -0.13
C -3.90999 -0.11745 1.01966  -0.12
C -5.28880 0.13674 0.50132  -0.19
C -6.00283 1.27299 1.23422  -0.08
C -4.31431 -2.10364 2.60483  -0.19
C -4.73662 -1.67697 4.01196  -0.09
C -1.64862 3.64019 -1.42737  -0.13
C -0.35859 4.05317 -1.56558  -0.12
C 0.16365 5.16763 -2.41349  -0.19
C 0.15412 6.51216 -1.68549  -0.09
C -2.87415 4.18626 -2.08810  -0.19
C -3.76445 4.98217 -1.13170  -0.09
N 2.19413 1.54695 1.09822  0.06
C 4.88914 3.68701 -0.35406  -0.18
C 4.77695 5.10592 0.20794  -0.09
H -0.79006 -3.52914 6.90764  0.07
H -1.19651 -2.03766 6.04762  0.07
H 0.32569 -2.15541 6.92083  0.07
H -0.40664 -3.84812 4.47005  0.11
H 1.11100 -3.92653 5.32244  0.10
H 4.18918 -2.23726 4.12414  0.11
H 3.17646 -3.23339 5.13677  0.10
H 3.86168 -0.29949 5.71814  0.07
H 4.60357 -1.69598 6.51136  0.07
H 2.88763 -1.33627 6.75228  0.07
H 4.20159 -0.28771 3.08631  0.11
H 6.57098 1.67145 0.94408  0.11
H 5.97002 0.39976 1.96626  0.10
H 6.20698 3.34860 2.78500  0.06
H 7.27054 2.04156 3.32324  0.07
H 5.57210 2.07418 3.81847  0.07
H 2.31284 4.04923 -1.15507  0.11
H -3.68153 2.05133 -0.60012  0.10
H -1.75934 -2.36601 3.53654  0.10
H -5.87872 -0.77994 0.57834  0.10
H -5.23730 0.36546 -0.56748  0.10
H -6.10768 1.04878 2.29739  0.07
H -6.99968 1.44323 0.82203  0.07
H -5.43747 2.20318 1.15288  0.06
H -3.74908 -3.03849 2.66065  0.11
H -5.20086 -2.32906 2.00699  0.10
H -3.86325 -1.43971 4.62193  0.07
H -5.29974 -2.46657 4.51384  0.07
H -5.36128 -0.78280 3.97396  0.07
H -0.43495 5.23825 -3.32566  0.10
H 1.17636 4.93198 -2.74694  0.11
H -0.86573 6.80356 -1.42621  0.06
H 0.58888 7.30368 -2.29941  0.07
H 0.72184 6.45036 -0.75508  0.07
H -3.44607 3.37029 -2.54118  0.10
H -2.57434 4.83474 -2.91525  0.10
H -4.17725 4.34852 -0.34513  0.06
H -4.59586 5.45261 -1.66082  0.07
H -3.18438 5.76633 -0.64130  0.07
H 4.59482 3.67809 -1.40734  0.12
H 5.93480 3.37027 -0.33007  0.10
H 3.74066 5.44746 0.20417  0.06
H 5.37065 5.81278 -0.37523  0.07
H 5.12458 5.13990 1.24234  0.07
O 2.67867 0.89790 -2.70675  0.05
C 2.26866 0.15966 -1.82275  -0.59
O 1.08616 0.23879 -1.30077  -0.20
C 3.15329 -0.91596 -1.22846  -0.14
C 4.51156 -0.80591 -1.53113  -0.04
C 5.45245 -1.67967 -1.02351  -0.10
C 5.01828 -2.71192 -0.19724  -0.11
C 3.67829 -2.84055 0.10427  -0.14
C 2.70408 -1.94980 -0.38241  -0.55
S 1.05620 -2.28064 0.17619  0.66
H 4.79590 0.00910 -2.18512  0.11
H 6.50193 -1.56585 -1.26749  0.09
H 5.72832 -3.41978 0.21725  0.09
H 3.34472 -3.64022 0.75485  0.08
C -1.87532 -3.53109 -0.81591  -0.26
Ge -1.24536 -2.01403 -1.92504  0.99
C 0.17483 -2.49209 -3.17723  -0.33
C 0.36611 -1.72329 -4.32274  -0.11
C 1.40418 -1.99458 -5.20167  -0.09
C 2.26937 -3.04932 -4.95028  -0.10
C 2.09522 -3.82214 -3.81006  -0.09
C 1.06322 -3.53766 -2.92907  -0.14
C -2.76561 -1.41549 -3.07985  -0.24
C -3.06353 -0.08038 -3.15547  -0.12
C -4.16399 0.40710 -3.89801  -0.08
C -4.97478 -0.45881 -4.56880  -0.05
C -4.69708 -1.84912 -4.55451  -0.17
C -5.50679 -2.76283 -5.27461  -0.05
C -5.21630 -4.09641 -5.28930  -0.10
C -4.09099 -4.57617 -4.58618  -0.09
C -3.29971 -3.71670 -3.87818  -0.05
C -3.58085 -2.32717 -3.82459  -0.17
H -2.90022 -3.79816 -1.07853  0.01
H -1.83616 -3.25544 0.23817  -0.01
H -1.21825 -4.39177 -0.95677  0.01
H -0.29313 -0.88572 -4.52732  0.10
H 1.54850 -1.36756 -6.07317  0.10
H 3.08882 -3.25514 -5.62871  0.09
H 2.78061 -4.63315 -3.59329  0.10
H 0.97440 -4.11287 -2.01414  0.07
H -2.43957 0.62850 -2.62700  0.08
H -4.36052 1.47333 -3.92510  0.09
H -5.83045 -0.10602 -5.13421  0.10
H -6.35841 -2.37550 -5.82341  0.10
H -5.83978 -4.78568 -5.84544  0.09
H -3.84793 -5.63122 -4.61480  0.10
H -2.42562 -4.09436 -3.36221  0.09

***

Entry from OMol25: a 10-piece molecular cluster, C40H70N10 overall in a non-equilibrium geometry (ωB97M-V/def2-TZVPD).

Computed properties:
Energy above the lowest of the compared OMol25 structures with the same formula, charge and spin: 217.5 kJ/mol
Gap between HOMO and LUMO: 10.9 eV
Multiplicity: 1
Structure (SMILES): CCCC#N.CCCC#N.CCCC#N.CCCC#N.CCCC#N.CCCC#N.CCCC#N.CCCC#N.CCCC#N.CCCC#N
Charge: 0

Each line ends with the Löwdin charge.
Atoms and positions in Å:
C 29.80564 18.84727 -28.29281  -0.11
C 30.85343 19.45270 -27.34962  -0.24
C 31.34230 18.48840 -26.23027  -0.17
C 30.23021 17.91693 -25.44710  -0.22
N 29.36167 17.49068 -24.79715  0.16
H 29.42967 19.59874 -28.98709  0.07
H 28.97616 18.48078 -27.68803  0.07
H 30.22658 18.00356 -28.83969  0.05
H 30.49778 20.36084 -26.86291  0.11
H 31.73448 19.77765 -27.90303  0.10
H 32.00225 19.07286 -25.58919  0.12
H 31.91564 17.65056 -26.62703  0.10
C 30.79372 17.88146 -31.66975  -0.10
C 31.24245 19.09450 -32.52759  -0.22
C 30.13402 19.56784 -33.46960  -0.19
C 29.78732 18.63365 -34.49864  -0.25
N 29.51863 17.90790 -35.34301  0.19
H 29.86624 17.99235 -31.10797  0.04
H 31.53469 17.63393 -30.90963  0.07
H 30.68274 17.08200 -32.40231  0.08
H 32.12228 18.81651 -33.10787  0.11
H 31.44723 19.92418 -31.85097  0.11
H 30.32637 20.53640 -33.93110  0.13
H 29.24289 19.61481 -32.84368  0.10
C 20.77282 21.96225 -33.99170  -0.11
C 21.87769 20.93694 -34.14068  -0.27
C 23.32216 21.40200 -33.94316  -0.20
C 23.68629 22.59792 -34.72230  -0.25
N 23.92782 23.51662 -35.33765  0.14
H 19.83151 21.58099 -34.38749  0.07
H 21.08351 22.90875 -34.43412  0.07
H 20.60521 22.15970 -32.93292  0.07
H 21.75373 20.63562 -35.18083  0.10
H 21.74692 20.01977 -33.56638  0.09
H 24.04165 20.63054 -34.21758  0.08
H 23.48661 21.61646 -32.88720  0.09
C 26.47156 16.20274 -35.37096  -0.11
C 25.41435 15.10451 -35.29732  -0.23
C 23.97081 15.63315 -35.57144  -0.17
C 23.54992 16.70102 -34.63578  -0.19
N 23.14601 17.50699 -33.89600  0.18
H 27.42340 15.89243 -34.93991  0.06
H 26.12804 17.02615 -34.74480  0.04
H 26.69710 16.68444 -36.32237  0.08
H 25.49475 14.58506 -34.34244  0.10
H 25.51809 14.33373 -36.06103  0.10
H 23.23122 14.83252 -35.58088  0.12
H 23.84608 16.05847 -36.56726  0.12
C 26.96006 15.36023 -26.31606  -0.11
C 25.85006 14.33078 -26.18666  -0.25
C 26.23727 12.87460 -26.45414  -0.17
C 27.56724 12.47323 -25.90395  -0.23
N 28.53209 12.12215 -25.40819  0.15
H 27.82000 15.17598 -25.67214  0.06
H 26.61928 16.37348 -26.10321  0.07
H 27.37693 15.27174 -27.31929  0.06
H 24.96732 14.58287 -26.77430  0.08
H 25.50012 14.34844 -25.15452  0.11
H 26.30154 12.74190 -27.53412  0.11
H 25.48749 12.19962 -26.04144  0.12
C 30.03950 14.76505 -29.24646  -0.09
C 30.41613 14.64238 -27.73222  -0.21
C 31.95646 14.44800 -27.58879  -0.19
C 32.52378 13.37339 -28.36315  -0.25
N 33.04083 12.53706 -28.95360  0.15
H 30.12457 13.82759 -29.79604  0.07
H 30.55986 15.49267 -29.86927  0.05
H 28.99401 15.03280 -29.39928  0.04
H 29.87158 13.83921 -27.23573  0.08
H 30.11842 15.45824 -27.07356  0.07
H 32.20214 14.25911 -26.54377  0.12
H 32.52703 15.33601 -27.86081  0.11
C 22.75301 20.23151 -28.15254  -0.13
C 23.13687 20.05421 -26.68871  -0.26
C 22.75177 21.25151 -25.85293  -0.20
C 23.36698 22.56374 -26.24322  -0.21
N 23.88557 23.60976 -26.46590  0.12
H 21.70695 20.48511 -28.32442  0.08
H 22.93233 19.32172 -28.72546  0.02
H 23.31624 21.04377 -28.61198  0.06
H 24.19811 19.80728 -26.65896  0.11
H 22.56108 19.18124 -26.38134  0.11
H 23.15465 21.12359 -24.84823  0.11
H 21.67897 21.44355 -25.83564  0.12
C 22.93497 14.53453 -28.97162  -0.11
C 23.47945 15.34863 -30.18128  -0.24
C 22.70197 16.69773 -30.27161  -0.17
C 21.23235 16.52802 -30.61789  -0.20
N 20.11088 16.40824 -30.85801  0.13
H 23.54451 13.65066 -28.78366  0.06
H 21.89720 14.27423 -29.17987  0.07
H 23.02208 15.11705 -28.05446  0.06
H 23.46888 14.67855 -31.04090  0.11
H 24.55318 15.49537 -30.06437  0.08
H 23.17174 17.24855 -31.08648  0.06
H 22.83040 17.34050 -29.40073  0.09
C 26.81856 17.48046 -30.25516  -0.09
C 26.58303 17.44123 -31.78067  -0.22
C 26.12612 18.82117 -32.34522  -0.17
C 25.01207 19.41874 -31.61777  -0.22
N 24.15339 19.88060 -31.02497  0.20
H 25.91503 17.64773 -29.66885  0.07
H 27.56237 18.25109 -30.05278  0.05
H 27.28442 16.59961 -29.81334  0.05
H 25.85594 16.66806 -32.02891  0.09
H 27.48701 17.12881 -32.30345  0.09
H 25.81315 18.87964 -33.38769  0.08
H 26.99977 19.46866 -32.27054  0.10
C 29.41607 21.05647 -39.79072  -0.09
C 28.45104 21.22645 -38.54628  -0.24
C 28.80987 20.42191 -37.26246  -0.19
C 27.72431 20.52066 -36.21496  -0.21
N 26.84485 20.62747 -35.47000  0.16
H 29.41065 20.02729 -40.14968  0.06
H 30.43672 21.24500 -39.45776  0.07
H 29.11257 21.67650 -40.63425  0.07
H 27.42302 21.00435 -38.83252  0.10
H 28.42661 22.29620 -38.33857  0.10
H 29.75206 20.77426 -36.84266  0.11
H 29.00457 19.37802 -37.50841  0.09

***

Entry from OMol25: an isolated ion of composition C19H25N2O5 and charge +1 in a non-equilibrium geometry (ωB97M-V/def2-TZVPD).

Computed properties:
Gap between HOMO and LUMO: 9.3 eV
Multiplicity: 1
Structure (SMILES): COc1cccc(OC)c1OCC[NH+]1CCN(C(=O)c2ccco2)CC1
Charge: +1

Each line ends with the Löwdin charge.
Atoms and positions in Å:
C -6.00047 -1.80430 -0.14257  -0.06
O -4.64808 -1.40949 -0.03084  -0.07
C -4.34096 -0.10313 -0.21151  -0.20
C -5.25154 0.92520 -0.43433  -0.01
C -4.79742 2.22194 -0.57878  -0.06
C -3.45300 2.53751 -0.49788  -0.02
C -2.52704 1.52687 -0.27473  -0.19
O -1.17083 1.70416 -0.15369  -0.10
C -0.67976 3.02658 -0.26260  -0.06
C -2.97849 0.21073 -0.15450  -0.12
O -2.04147 -0.81172 0.00821  -0.07
C -1.79520 -1.18778 1.35454  -0.13
C -0.53172 -2.05375 1.29966  -0.06
N 0.39946 -1.42332 0.33435  -0.11
C 1.23793 -0.36205 0.93237  -0.06
C 2.04054 0.34339 -0.16828  -0.11
N 2.84450 -0.61392 -0.87810  -0.04
C 4.19803 -0.84986 -0.74935  -0.37
O 4.66475 -1.90095 -1.14651  0.09
C 5.07373 0.17577 -0.18857  -0.17
C 6.43669 0.05799 -0.04012  0.03
C 6.88947 1.28250 0.48759  -0.03
C 5.78128 2.06344 0.62344  -0.08
O 4.67958 1.41138 0.22314  0.02
C 2.04101 -1.65307 -1.47916  -0.10
C 1.23866 -2.38938 -0.40788  -0.07
H -6.40297 -1.56989 -1.13104  0.10
H -6.61734 -1.33420 0.62806  0.10
H -6.00210 -2.88301 0.00157  0.10
H -6.30716 0.72197 -0.49384  0.11
H -5.51038 3.01204 -0.75385  0.12
H -3.14318 3.56239 -0.60845  0.11
H 0.39604 2.96264 -0.10771  0.08
H -0.87915 3.44348 -1.25258  0.11
H -1.11430 3.67512 0.50198  0.10
H -1.64796 -0.29465 1.97534  0.14
H -2.63641 -1.75982 1.75846  0.14
H -0.79674 -3.04258 0.92242  0.14
H -0.06699 -2.15640 2.27993  0.15
H -0.26613 -0.95987 -0.32907  0.17
H 0.59370 0.35924 1.43520  0.13
H 1.91428 -0.82195 1.65743  0.15
H 2.66349 1.11661 0.27474  0.12
H 1.34416 0.81443 -0.87243  0.13
H 7.01742 -0.80577 -0.28888  0.13
H 7.89715 1.54772 0.72949  0.11
H 5.65065 3.06603 0.98089  0.13
H 2.71834 -2.35141 -1.97689  0.14
H 1.36830 -1.20781 -2.21969  0.14
H 0.59956 -3.14211 -0.87059  0.15
H 1.91806 -2.87692 0.29556  0.15

***

Entry from OMol25: C14H20N2O4S in the gas phase (ωB97M-V/def2-TZVPD).

Computed properties:
Energy above the lowest of the compared OMol25 structures with the same formula, charge and spin: 14.7 kJ/mol
Gap between HOMO and LUMO: 8.7 eV
Multiplicity: 1
Structure (SMILES): COC(=O)[C@H](CCSC)NC(=O)Nc1ccc(OC)cc1
Charge: 0

Each line ends with the Löwdin charge.
Atoms and positions in Å:
C -0.15625 -0.33171 -5.49420  -0.03
O 0.23742 -0.99049 -4.29710  -0.04
C 0.72871 -0.20262 -3.34549  -0.49
O 0.98311 0.96252 -3.49065  0.12
C 1.03571 -0.95598 -2.04128  -0.20
C 0.51106 -2.39647 -2.05439  -0.20
C 0.94116 -3.21505 -0.84576  -0.46
S 0.31821 -2.63145 0.77166  0.81
C -1.46725 -2.83807 0.53282  -0.38
N 0.46764 -0.14770 -0.98433  0.09
C -0.82242 0.26383 -1.12223  -0.55
O -1.46949 0.07417 -2.13882  0.07
N -1.38333 0.88780 -0.04013  0.14
C -0.78848 1.30427 1.15757  -0.25
C -1.52645 1.24254 2.33350  -0.02
C -0.98865 1.65963 3.53817  -0.02
C 0.31143 2.14963 3.58659  -0.28
O 0.94498 2.58304 4.71211  -0.09
C 0.24830 2.54238 5.93301  -0.09
C 1.04629 2.23090 2.40277  0.01
C 0.50545 1.82292 1.20336  -0.02
H -1.00267 0.32468 -5.28595  0.10
H 0.66902 0.26418 -5.88936  0.10
H -0.43932 -1.11424 -6.19347  0.09
H 2.12433 -0.95005 -1.90916  0.17
H 0.89116 -2.89352 -2.94869  0.12
H -0.57603 -2.36400 -2.13534  0.11
H 0.60852 -4.24835 -0.95461  0.07
H 2.02571 -3.20434 -0.73479  0.07
H -1.82799 -2.14170 -0.21847  0.02
H -1.67383 -3.86376 0.24009  0.04
H -1.93166 -2.62233 1.48931  0.03
H 0.84276 -0.25527 -0.05355  0.08
H -2.37515 1.05377 -0.13637  0.16
H -2.53899 0.86610 2.30707  0.11
H -1.59466 1.59596 4.42797  0.10
H 0.93860 2.93271 6.67916  0.09
H -0.03340 1.51915 6.20233  0.10
H -0.64752 3.17164 5.90657  0.10
H 2.04513 2.63439 2.44804  0.12
H 1.07245 1.93445 0.29270  0.12